The following is a quantum chemistry calculation of a single C15H19ClN2O3 molecule in a non-equilibrium geometry, from OMol25.

Element x y z (Å)
C1 -2.293886 -0.156163 -2.358445
C2 -2.067208 -0.653476 -0.942269
C3 -2.458473 -1.890220 -0.456418
C4 -2.466350 -2.158908 0.782768
C5 -2.001970 -1.297204 1.510401
Cl1 -1.843253 -1.551798 3.323079
C6 -1.412884 0.075962 1.222134
C7 -1.503964 0.514927 -0.067996
N1 -0.772416 1.490278 -0.687838
C8 0.238794 1.469236 -1.723460
C9 1.795380 1.801495 -1.008682
N2 1.734594 1.521867 0.257329
C10 1.795951 0.300741 0.852627
O1 1.804999 0.212129 2.259929
C11 2.612098 -0.819566 0.097094
C12 1.485947 -1.745083 -0.105690
C13 1.258937 -2.743154 1.077554
O2 0.937382 -3.965860 0.611918
O3 1.410270 -2.238130 2.326379
C14 1.007890 2.338310 0.924057
C15 -0.568857 2.547798 0.378844
H1 -2.300566 1.065218 -2.363369
H2 -3.188923 -0.527584 -2.744027
H3 -1.385216 -0.459549 -3.055842
H4 -2.952892 -2.524975 -1.364504
H5 -2.636609 -3.079308 1.243014
H6 -0.988747 0.659839 1.895704
H7 0.110573 0.458774 -2.083852
H8 -0.018795 2.206922 -2.357374
H9 1.971855 2.767354 -1.190781
H10 2.351859 1.118993 -1.704140
H11 3.325635 -1.069183 0.902404
H12 2.907537 -0.395491 -0.691342
H13 0.683688 -1.490104 -0.370733
H14 1.902054 -2.271384 -0.866880
H15 1.614024 -1.418467 2.422880
H16 1.286298 3.573589 1.105870
H17 0.620814 2.164337 2.157222
H18 -1.566401 2.682368 0.999923
H19 -0.429167 3.485471 -0.207492

Forces on the atoms, in the same order (eV/Å):
C 3.20 1.99 -0.46
C 0.49 3.45 0.18
C -1.77 1.97 -12.12
C -2.27 -7.48 1.84
C 5.61 10.90 9.25
Cl -0.26 -0.22 -1.16
C -3.58 -4.33 -2.73
C 0.39 -7.27 -2.73
N -1.07 3.18 3.53
C 0.88 -2.04 4.26
C -2.88 -4.42 -8.69
N 1.80 -5.90 4.31
C 5.51 -0.33 6.38
O -1.14 0.64 -7.20
C -4.79 1.20 8.98
C 11.00 -6.15 5.48
C -0.93 -3.74 -3.15
O 1.59 6.42 4.31
O -3.01 -12.82 -2.44
C -8.93 10.19 9.83
C 1.05 0.99 -3.06
H -0.18 -3.16 -0.07
H -1.38 -0.58 -0.90
H -2.00 0.52 1.07
H 1.30 0.99 2.63
H -0.81 -1.58 0.20
H 1.72 1.88 3.59
H 0.95 -0.06 -0.79
H -0.38 2.35 -2.79
H 0.97 3.68 -0.68
H 0.31 0.90 1.19
H -0.01 -0.38 -1.09
H 3.05 2.59 -6.23
H -11.65 4.79 -3.77
H 0.27 -2.83 -2.30
H 2.18 9.52 0.35
H 0.31 -3.58 -1.09
H 2.46 -0.44 -3.68
H 2.68 -0.58 -0.66
H -0.69 -0.27 0.40

The SMILES is Cc1ccc(Cl)cc1N1CCN(C(=O)CCC(=O)O)CC1. The value obtained for the energy above the lowest of the compared OMol25 structures with the same formula, charge and spin is 338.51 kcal per mole. As for the molecular weight: 310.8 g mol⁻¹. The value obtained for the total energy is -1377.94135 a.u. For the HOMO energy, the calculation gives -0.30148 hartree.

=====

The following is a quantum chemistry calculation of a single C6H10O molecule, from OMol25.

Element x y z (Å)
C1 -1.788809 -0.543238 -0.292124
C2 -0.453140 -0.087020 0.284783
O1 -0.546714 0.023684 1.703906
C3 -0.015681 1.313904 -0.191686
C4 1.486024 1.208748 -0.275207
C5 1.896469 -0.055489 -0.215316
C6 0.734731 -1.008176 -0.091302
H1 -2.047327 -1.547513 0.067268
H2 -1.758503 -0.576199 -1.386964
H3 -2.584214 0.143396 0.015515
H4 -0.612375 -0.870195 2.064087
H5 -0.449179 1.557912 -1.171714
H6 -0.364519 2.068676 0.521437
H7 2.133339 2.073570 -0.390825
H8 2.929760 -0.386427 -0.271547
H9 0.886336 -1.784659 0.671205
H10 0.553803 -1.530971 -1.041521

Forces on the atoms, in the same order (eV/Å):
C -0.04 -0.02 -0.02
C 0.01 0.02 -0.33
O -0.02 -0.22 0.17
C -0.04 0.01 0.00
C 0.08 -0.13 0.00
C -0.01 0.16 -0.02
C -0.02 -0.05 0.01
H 0.05 0.14 -0.03
H 0.02 0.01 0.16
H 0.11 -0.09 -0.04
H -0.02 0.16 0.01
H 0.06 -0.04 0.14
H 0.06 -0.09 -0.10
H -0.08 -0.14 0.02
H -0.15 0.08 0.00
H -0.02 0.12 -0.09
H 0.00 0.08 0.13

The SMILES is CC1(O)CC=CC1. The value obtained for the energy above the lowest of the compared OMol25 structures with the same formula, charge and spin is 1.01 kcal per mole. As for the molecular weight: 98.1 g mol⁻¹. The value obtained for the total energy is -309.84076 a.u. For the HOMO energy, the calculation gives -0.33910 hartree.

=====

The following is a quantum chemistry calculation of 2 unconnected molecules or ions with the total composition C2H7NO in a non-equilibrium geometry, from OMol25.

Element x y z (Å)
C1 -0.924723 -0.195544 1.420209
C2 0.453833 -0.196102 1.296297
N1 1.349545 0.119058 0.236635
H1 -1.637506 -0.022956 0.577334
H2 -1.310920 -0.500779 2.345687
H3 0.975203 -0.611391 2.158956
H4 0.935096 0.384845 -0.580663
H5 2.244547 -0.199982 0.129798
O1 -0.291018 0.482949 -2.481630
H6 -1.066246 1.016464 -2.182507
H7 -0.727814 -0.276563 -2.920115

Forces on the atoms, in the same order (eV/Å):
C 2.36 0.51 -2.66
C -0.37 -0.79 -0.29
N -3.39 0.43 3.20
H 0.81 0.12 0.84
H -0.50 -0.30 1.03
H 0.06 0.40 -0.03
H -1.24 0.74 -2.59
H 2.26 -1.14 0.47
O -1.50 0.00 -0.02
H 0.97 -0.46 -0.29
H 0.53 0.51 0.34

The SMILES is C=CN.O. The value obtained for the energy above the lowest of the compared OMol25 structures with the same formula, charge and spin is 28.24 kcal per mole. As for the molecular weight: 61.1 g mol⁻¹. The value obtained for the total energy is -210.35374 a.u. For the HOMO energy, the calculation gives -0.29328 hartree.

=====

The following is a quantum chemistry calculation of a single C3H5FN2 molecule in a non-equilibrium geometry, from OMol25.

Element x y z (Å)
F1 0.426734 -0.438263 -1.622946
C1 -0.345589 0.400333 -0.836096
C2 -1.136694 -0.530959 0.091345
N1 -0.523680 -0.702419 1.224907
N2 0.718704 -0.024378 1.254817
C3 0.647088 1.014418 0.177765
H1 -0.896448 0.968593 -1.569431
H2 -2.168249 -0.977615 -0.074168
H3 0.960937 0.413141 2.108518
H4 0.282690 2.033646 0.451126
H5 1.626466 1.291430 -0.265684

Forces on the atoms, in the same order (eV/Å):
F 0.51 -0.80 -0.97
C 0.81 -1.24 1.10
C -0.05 0.53 1.44
N -0.19 0.33 -0.57
N -1.28 0.69 -2.80
C -0.22 1.09 -0.73
H -0.25 0.81 0.43
H 1.74 0.49 0.13
H -0.33 -0.18 1.29
H -0.27 -0.80 0.67
H -0.46 -0.91 0.02

The SMILES is F[C@H]1C=NNC1. The value obtained for the energy above the lowest of the compared OMol25 structures with the same formula, charge and spin is 27.15 kcal per mole. As for the molecular weight: 88.1 g mol⁻¹. The value obtained for the total energy is -326.62680 a.u. For the HOMO energy, the calculation gives -0.34266 hartree.

=====

The following is a quantum chemistry calculation of a molecular structure, C20H18CsN4O7S2Se in a non-equilibrium geometry, from OMol25.

Element x y z (Å)
Cs1 0.906982 0.333943 1.601575
O1 -1.413893 1.086931 -0.261861
S1 -0.993784 2.123881 -1.184706
O2 -2.118747 3.008740 -1.438599
O3 0.291108 2.728904 -0.831247
C1 -0.864743 1.248932 -2.747319
C2 -1.773746 1.605417 -3.737540
C3 -1.919553 0.798741 -4.871641
C4 -1.261313 -0.398914 -4.996013
C5 -0.357323 -0.825722 -4.026636
C6 -0.151765 -0.011451 -2.908860
S2 1.056205 -0.773356 -1.696720
O4 0.299085 -1.107589 -0.472947
O5 1.485492 -2.010167 -2.364799
O6 2.067229 0.199476 -1.461503
H1 -2.298284 2.533981 -3.539502
H2 -2.587384 1.204172 -5.655842
H3 -1.524465 -1.116516 -5.775544
H4 0.235572 -1.718847 -4.077845
C7 -4.266309 2.089668 0.984400
N1 -4.009594 0.724330 0.518124
C8 -3.214941 -0.129264 1.136828
Se1 -2.611551 -0.005358 2.858080
N2 -3.037906 -1.180324 0.251826
C9 -3.784292 -0.965676 -0.886822
C10 -3.946387 -1.727522 -2.050924
C11 -4.834140 -1.265616 -3.018793
C12 -5.496703 -0.009474 -2.839309
C13 -5.232013 0.819270 -1.726555
C14 -4.414161 0.276495 -0.709384
H5 -4.870164 2.042312 1.857887
H6 -4.741294 2.606997 0.167533
H7 -3.289576 2.533654 1.116630
H8 -2.227905 -1.779421 0.328784
H9 -3.290672 -2.629556 -2.172357
H10 -4.976193 -1.904151 -3.867277
H11 -6.149292 0.369854 -3.651719
H12 -5.805644 1.712239 -1.641105
N3 6.732206 -3.257465 4.158826
C15 7.104889 -2.145980 4.855484
O7 8.019468 -2.140662 5.627981
C16 6.281724 -0.882962 4.536512
C17 6.878459 0.368689 4.547981
C18 6.081040 1.444854 4.233117
C19 4.783403 1.233047 3.720243
N4 4.203878 0.055223 3.686012
C20 4.946076 -0.970991 4.106346
H13 7.208709 -4.158991 4.299922
H14 6.006204 -3.209158 3.453078
H15 7.902654 0.491986 4.794525
H16 6.431504 2.473312 4.289047
H17 4.160762 2.086812 3.368394
H18 4.381088 -1.876725 4.114232

Forces on the atoms, in the same order (eV/Å):
Cs 0.05 0.73 0.33
O 0.46 -0.49 0.70
S 0.01 0.28 -0.14
O 0.22 1.01 0.02
O -0.77 -0.19 -0.27
C 0.56 -2.38 -0.22
C 1.09 -0.17 0.25
C -0.89 1.30 -0.31
C -0.11 -1.00 -0.19
C -0.18 1.55 0.79
C 0.05 0.48 0.64
S -1.87 -2.13 -1.00
O -0.17 -0.38 -0.84
O 0.00 0.96 0.21
O 1.35 1.22 0.41
H -0.20 -0.20 -0.44
H 0.30 -0.68 0.41
H 0.20 0.48 -0.20
H -0.14 -0.35 -0.17
C 0.71 -0.90 -0.94
N -1.25 1.84 0.27
C 0.55 -1.51 -0.79
Se 0.22 -0.05 0.18
N -0.04 0.35 0.94
C 0.03 0.31 -0.65
C 0.80 -0.33 0.41
C 0.10 0.91 1.13
C 0.70 -0.19 -0.25
C -0.12 -2.07 -0.17
C -0.15 -0.55 -1.48
H -0.36 0.28 0.81
H -0.29 0.22 -0.10
H 0.08 0.29 0.40
H -0.12 -0.02 -0.04
H -0.99 0.82 -0.04
H -0.25 0.14 -0.52
H 0.41 -0.32 0.72
H 0.05 0.71 0.22
N -0.20 -0.71 -0.27
C -1.22 0.43 -1.02
O 0.97 0.19 0.88
C -0.33 -1.19 -0.62
C -0.94 -0.08 0.13
C -0.71 0.70 -0.87
C 0.19 1.42 0.48
N 0.23 -0.40 -0.04
C 0.33 0.35 0.27
H -0.36 1.05 0.00
H 0.37 -0.05 0.29
H 0.73 0.00 0.39
H 0.14 -0.27 -0.08
H 0.66 -0.60 0.31
H 0.08 -0.82 0.10

As for the net charge: -1. As for the molecular weight: 702.4 g mol⁻¹. The value obtained for the total energy is -4736.76931 a.u. For the HOMO energy, the calculation gives -0.18243 hartree.

=====

- Which of these has the lowest molecular weight?
  C2H7NO

=====

- molecular weight of number 3 (C2H7NO)?
  61.1 g mol⁻¹